55
Properties=species:S:1:pos:R:3:forces:R:3 method="wB97M-V/def2-TZVPD" homo_energy_ev=-3.30 e_above_lowest_kcal_mol=0.0 charge=-1 energy_ev=-39005.8727
C 2.29697 0.17348 2.98174 0.29 0.25 -0.48
C 2.62736 -0.40896 1.72982 -0.01 0.64 -0.04
C 2.52085 0.59411 0.72965 0.16 0.09 0.32
H 2.98477 -1.42792 1.56258 -0.35 0.30 0.07
C 2.15663 1.81746 1.36766 -0.03 -0.32 0.06
C 2.01714 1.54596 2.76979 0.17 -0.09 -0.35
H 2.06584 2.78925 0.87110 0.07 -0.21 0.18
C -1.44697 -1.86866 2.95247 -0.09 -0.37 -0.50
C -0.31851 -2.44223 2.32838 -0.68 -0.07 -0.12
C -0.52497 -2.40262 0.92511 -0.21 0.39 0.20
H 0.52174 -2.89455 2.85349 -0.20 0.21 -0.22
C -1.73715 -1.71118 0.65991 0.26 -0.59 0.45
C -2.33695 -1.43383 1.93059 0.31 0.16 0.02
H 2.76913 0.46975 -0.33216 -0.29 0.04 0.48
H 1.77270 2.24891 3.56477 0.09 -0.06 -0.18
H 2.32791 -0.31112 3.95685 -0.19 0.08 -0.36
H -3.34261 -1.05472 2.08860 0.00 0.02 0.04
H 0.09742 -2.90961 0.19074 0.06 0.44 0.09
H -1.62833 -1.85833 4.02380 0.07 0.22 -0.30
Ba -0.75941 1.10368 1.82296 1.42 -1.56 -0.27
C -2.42966 -1.54498 -0.68279 0.44 -0.22 0.83
C -3.83480 -2.13723 -0.52622 -0.36 0.01 -0.39
C -1.66558 -2.28751 -1.78227 -0.07 0.11 -0.16
H -3.79524 -3.15374 -0.11586 0.18 0.29 -0.04
H -4.33505 -2.19234 -1.49588 -0.17 0.03 -0.18
H -4.46829 -1.53740 0.13708 0.19 -0.06 -0.03
H -1.67213 -3.36980 -1.61806 -0.01 0.19 0.11
H -0.62353 -1.95823 -1.84118 -0.10 -0.03 0.09
H -2.13607 -2.09661 -2.75081 -0.05 -0.02 -0.14
C -2.55443 -0.04559 -1.07469 -0.40 0.06 -0.65
C -1.26773 0.63817 -1.49200 1.81 -0.57 2.16
H -2.94306 0.54148 -0.22277 0.09 -0.27 -0.08
H -3.31835 0.08565 -1.85323 0.07 -0.07 -0.11
O -0.25743 0.55666 -0.75028 -1.67 0.61 -1.21
N -1.21137 1.42606 -2.57366 -0.87 1.16 -0.52
C -0.25388 2.54818 -2.67518 -0.31 -0.70 -0.28
H -2.01974 1.46055 -3.17300 -0.06 0.04 0.14
C 1.10544 2.00470 -2.98204 0.89 0.08 -0.17
C 2.22944 2.65283 -2.46546 -0.10 -0.31 -0.12
H 2.07225 3.52820 -1.82925 0.23 -0.29 -0.13
C 3.50554 2.15654 -2.72745 -0.09 -0.10 -0.25
H 4.37624 2.66805 -2.30296 -0.31 -0.33 -0.19
C 3.65240 1.01177 -3.52693 -0.12 0.15 0.01
H 4.65203 0.63612 -3.74947 -0.27 0.04 0.15
C 2.52855 0.35938 -4.05580 -0.07 0.47 0.21
H 2.63636 -0.54475 -4.66554 0.01 0.41 0.26
C 1.25312 0.87389 -3.79211 0.36 -0.07 0.13
H 0.36360 0.37004 -4.17983 0.34 0.13 0.14
H -0.23335 3.18537 -1.77365 -0.09 -0.51 -0.14
H -0.59630 3.18592 -3.49892 -0.06 -0.15 0.09
F -0.39704 0.44487 4.04534 -0.20 0.22 1.23
B -0.15709 0.18087 5.48819 0.51 -0.33 -0.69
F 0.24689 -1.15739 5.58971 -0.28 0.66 0.24
F 0.87164 1.05835 5.85215 -0.58 -0.23 0.28
F -1.38690 0.43307 6.08699 0.27 0.02 0.33